{"formula": "C28H39Cl2F8N2O2P3SSi", "method": "wB97M-V/def2-TZVPD", "species": ["C", "C", "C", "C", "P", "N", "C", "C", "F", "F", "C", "C", "Si", "C", "C", "C", "C", "C", "C", "C", "C", "N", "S", "C", "C", "C", "C", "C", "C", "C", "C", "C", "P", "O", "Cl", "C", "Cl", "C", "C", "O", "H", "H", "H", "H", "H", "H", "H", "H", "H", "H", "H", "H", "H", "H", "H", "H", "H", "H", "H", "H", "H", "H", "H", "H", "H", "H", "H", "H", "H", "H", "H", "H", "H", "H", "H", "H", "H", "H", "H", "F", "P", "F", "F", "F", "F", "F"], "xyz": [[1.99594, -2.03391, 4.96615], [1.12844, -1.55064, 4.08735], [1.36184, -0.32334, 3.25258], [1.76529, -0.57273, 1.76274], [2.96002, -2.00559, 1.65185], [2.29087, -3.34098, 1.20628], [0.64332, -0.72754, 0.75789], [-0.59601, -1.57461, 1.04063], [-0.99257, -2.21272, -0.08528], [-0.25605, -2.54047, 1.89415], [-1.73018, -0.75221, 1.61670], [-2.99196, -1.59221, 1.92123], [-4.46382, -1.42193, 0.72519], [-6.01775, -1.78478, 1.72736], [-4.44684, -2.67967, -0.67136], [-4.54113, 0.27583, -0.03295], [-3.75347, 0.59195, -1.13614], [-3.74980, 1.87269, -1.68181], [-4.55780, 2.86851, -1.13973], [-5.38381, 2.54465, -0.07400], [-5.37719, 1.27354, 0.48343], [0.86363, -0.05348, -0.31235], [-0.21965, 0.05526, -1.66567], [2.13741, 0.68920, -0.32708], [3.30844, 0.09453, -1.17365], [3.00982, -1.12377, -2.03934], [3.43888, -2.39333, -1.64500], [3.20629, -3.51488, -2.43909], [2.52535, -3.40356, -3.63863], [2.09649, -2.14438, -4.06268], [1.34977, -2.01092, -5.36216], [2.35980, -1.02827, -3.26567], [1.82667, 2.51736, -1.06051], [3.26181, 3.14920, -0.71435], [2.04730, 2.22998, -3.10052], [2.35833, 0.78685, 1.23661], [1.24027, 2.14061, 1.76435], [3.78451, 1.12924, 1.68676], [3.98303, 2.13382, 2.82321], [4.11912, 3.45351, 2.34087], [1.85660, -3.04411, 5.31084], [2.80343, -1.43076, 5.35561], [0.17484, -2.04387, 4.00976], [0.47992, 0.29706, 3.31364], [2.19653, 0.20821, 3.69796], [3.52751, -2.09572, 2.92735], [3.98598, -1.49632, 0.84389], [2.67298, -3.69123, 0.33684], [-1.36387, -0.36084, 2.56428], [-1.93104, 0.11024, 0.98334], [-3.35801, -1.33311, 2.90957], [-2.74649, -2.65077, 1.97795], [-6.90170, -1.54263, 1.14883], [-6.01217, -2.84544, 1.95885], [-6.01699, -1.21159, 2.64946], [-5.35895, -2.51151, -1.23957], [-3.59708, -2.56886, -1.33872], [-4.46547, -3.69919, -0.29492], [-3.13177, -0.17051, -1.57734], [-3.10890, 2.11959, -2.51821], [-4.49600, 3.85341, -1.55590], [-6.02815, 3.30499, 0.33945], [-5.99432, 1.05198, 1.33924], [-0.63955, 1.30664, -1.37046], [4.12778, -0.18676, -0.52102], [3.71777, 0.85610, -1.82858], [3.99963, -2.55035, -0.74043], [3.56141, -4.48135, -2.11747], [2.33030, -4.27745, -4.23669], [1.53278, -2.89439, -5.96367], [0.28226, -2.00870, -5.15640], [1.64019, -1.13416, -5.92701], [2.02386, -0.07362, -3.62908], [4.01098, 2.73511, -1.16731], [4.35699, 1.51939, 0.85514], [4.30387, 0.22364, 1.99384], [3.22796, 2.06961, 3.60043], [4.93103, 1.88497, 3.29762], [3.34770, 3.95795, 2.60713], [-1.45883, 4.17030, -0.91361], [-1.41299, 5.40724, -2.02599], [-0.74970, 6.79148, -2.61366], [-1.66275, 5.02273, -3.60743], [-3.06691, 5.24478, -2.01423], [0.09188, 4.76414, -2.25416], [-1.66709, 6.38290, -0.72659]], "forces_ev_per_a": [[-0.3032, 0.1391, -0.1121], [-0.0079, 0.0879, 0.1798], [-0.3608, -0.9610, 0.6789], [-0.1632, 1.6998, 0.3836], [-0.3226, -1.2403, -0.3844], [0.3671, 0.3680, -0.0161], [0.4213, -0.7807, 0.5100], [-0.8263, 0.3905, -0.4488], [0.0283, -0.0730, -0.4260], [0.2471, -0.4025, 0.4922], [-0.0877, -0.0010, 0.4886], [0.0339, 0.0293, -0.5948], [-0.4869, -0.2736, -0.1493], [0.7179, 0.2251, -0.2208], [0.1744, 0.2524, 0.3195], [-0.1815, 0.0656, 0.3060], [0.0020, 0.4670, -0.1760], [-0.0258, -0.0516, 0.1767], [0.1474, -0.7768, -0.0250], [-0.1006, 0.1779, 0.0909], [0.4823, -0.0705, -0.2562], [-0.1290, -0.2494, -0.4437], [-0.3566, -0.0522, -0.1360], [0.7843, 1.1492, 0.0439], [-0.2459, -1.0149, 0.1354], [0.0009, -0.4073, 0.0809], [0.0148, -0.2163, -0.4774], [-0.0758, 0.2586, 0.0716], [0.0017, 0.6106, 0.3054], [0.2278, -0.1400, 0.0633], [0.0772, -0.4309, 0.3590], [-0.1948, -0.3080, -0.2374], [-1.0683, 0.3535, 0.1153], [0.2813, -0.2394, 0.0516], [0.1325, 0.2553, 0.1251], [0.4757, 0.1318, -1.0039], [-0.0683, -0.0894, 0.0499], [-0.0421, -0.1227, 0.3193], [0.4772, 0.1604, 0.0410], [-0.1313, -0.0650, 0.1105], [-0.1288, 0.0371, 0.7134], [0.5573, -0.2355, -0.3457], [0.0518, -0.3886, -0.5375], [-0.0169, 0.3294, -0.1782], [0.1165, 0.2345, 0.0001], [0.0229, 0.6059, 0.0509], [0.0512, 0.1057, 0.2834], [-0.2680, -0.1754, -0.0065], [0.1597, 0.1794, 0.0287], [-0.0622, 0.0444, -0.2080], [-0.0438, 0.1571, 0.1706], [0.1336, -0.1655, 0.0345], [-0.2205, -0.0074, -0.0568], [-0.1658, -0.1791, 0.1658], [-0.1646, 0.0269, 0.2006], [-0.0916, -0.0216, -0.1659], [0.1066, -0.0276, -0.1246], [0.0440, -0.1519, 0.0457], [0.1500, -0.1984, -0.1314], [0.0272, 0.0022, -0.0749], [-0.1576, 0.2815, 0.0204], [-0.0925, 0.0993, 0.0902], [-0.2143, 0.0368, 0.1330], [0.0718, 0.0635, 0.1217], [0.0606, 0.0438, 0.1808], [-0.0598, 0.1604, -0.0807], [0.1949, 0.1488, 0.0218], [0.0757, -0.1166, 0.0955], [-0.0130, -0.1457, -0.1561], [0.0642, -0.0643, -0.2437], [-0.2002, 0.2784, -0.1074], [-0.0796, 0.2198, -0.0305], [0.0364, 0.0438, -0.0060], [0.0735, 0.2091, 0.0025], [0.0226, 0.1241, -0.1878], [-0.0458, -0.2186, 0.0107], [-0.2096, -0.0711, 0.0173], [0.1346, -0.1002, 0.0579], [-0.0887, 0.1553, -0.1655], [-0.3020, -0.6949, -0.5989], [-0.3379, 0.6431, -0.1070], [-0.8128, -0.0409, -0.2751], [0.2257, -0.9651, 0.3711], [0.1489, 0.9193, -0.2219], [0.4557, 0.4542, 0.5386], [0.8739, -0.4902, 0.2644]], "homo_ev": -9.04, "gap_ev": 6.92, "e_lumo_ev": -2.1, "total_energy_ev": -130109.999, "spin_multiplicity": 1}

{"formula": "C28H39ClN5O4SZr", "method": "wB97M-V/def2-TZVPD", "species": ["Zr", "C", "C", "C", "C", "C", "C", "C", "H", "H", "H", "H", "H", "H", "H", "H", "Cl", "C", "C", "C", "C", "O", "C", "C", "O", "C", "H", "H", "H", "H", "O", "C", "N", "C", "C", "C", "N", "C", "O", "N", "H", "H", "H", "H", "H", "H", "H", "C", "C", "C", "C", "N", "C", "S", "N", "C", "C", "C", "C", "H", "H", "H", "H", "H", "H", "H", "H", "H", "H", "H", "H", "H", "H", "H", "H", "H", "H", "H", "H"], "xyz": [[-0.09021, -0.12502, -0.02376], [0.89079, -1.65835, 3.61953], [-0.32120, -1.08272, 2.94129], [-1.25230, -1.87059, 2.24896], [-2.37828, -1.29641, 1.67752], [-2.61953, 0.07196, 1.81694], [-1.72507, 0.85381, 2.52855], [-0.56815, 0.28249, 3.05169], [0.68037, -1.88988, 4.66435], [1.67388, -0.90272, 3.56005], [1.22497, -2.56304, 3.12225], [-1.09324, -2.93444, 2.17592], [-3.09262, -1.91499, 1.15008], [-3.51748, 0.52037, 1.41225], [-1.92447, 1.90202, 2.67878], [0.13364, 0.89696, 3.60140], [-2.40348, -0.84458, -7.33251], [-1.86169, -0.40974, -5.74648], [-1.54514, 0.94265, -5.47617], [-1.11777, 1.33813, -4.24302], [-0.97238, 0.39930, -3.18199], [-0.54021, 0.80257, -2.04117], [-1.29375, -0.95697, -3.47073], [-1.21231, -1.94708, -2.47636], [-0.84482, -1.79072, -1.28965], [-1.74130, -1.33823, -4.76496], [-1.65189, 1.66597, -6.27438], [-0.87922, 2.37235, -4.03466], [-1.52655, -2.96133, -2.75268], [-1.98658, -2.37593, -4.95592], [1.42383, 0.56819, -0.42073], [2.57894, -5.41582, 0.94482], [2.65154, -4.18396, 0.16468], [3.63572, -3.96252, -0.72911], [3.67049, -2.82081, -1.43763], [2.64818, -1.84533, -1.21310], [1.67810, -2.04991, -0.31297], [1.65753, -3.22748, 0.39211], [0.78846, -3.49405, 1.20269], [2.72180, -0.75638, -2.00794], [3.37143, -6.07993, 0.60991], [1.61108, -5.88906, 0.80105], [2.70055, -5.19989, 2.00433], [4.37097, -4.74708, -0.84359], [4.45467, -2.63747, -2.15561], [3.19011, -0.93988, -2.88095], [1.92631, -0.14135, -2.02458], [3.86812, 0.07510, 2.07511], [4.73941, 1.15864, 2.70194], [4.00089, 2.22315, 3.51316], [3.19964, 3.23825, 2.70464], [1.91222, 2.74496, 2.21100], [1.41405, 2.87638, 0.96968], [-0.27774, 2.71892, 0.76483], [2.25589, 3.14739, -0.01875], [1.82673, 3.36794, -1.40102], [2.95259, 3.97483, -2.22710], [3.25721, 5.44979, -1.96583], [3.84518, 5.76164, -0.59227], [4.49148, -0.70715, 1.63689], [3.21853, 0.45274, 1.28206], [3.23363, -0.40208, 2.82676], [5.32626, 1.66150, 1.92558], [5.46695, 0.68015, 3.36124], [4.74183, 2.80119, 4.07065], [3.35525, 1.75414, 4.26357], [3.79448, 3.59850, 1.86610], [2.99155, 4.11234, 3.32767], [1.20487, 2.60215, 2.91216], [3.21536, 2.85736, 0.09809], [0.95768, 4.02527, -1.37410], [1.50182, 2.41706, -1.82471], [2.67198, 3.85701, -3.27618], [3.86297, 3.37665, -2.09158], [2.34215, 6.03071, -2.11213], [3.95845, 5.78781, -2.73196], [3.11734, 5.61520, 0.20595], [4.18071, 6.79745, -0.54196], [4.71260, 5.12774, -0.38421]], "forces_ev_per_a": [[-0.6791, 0.2756, -1.0763], [-0.0682, 0.1491, -0.2255], [0.0671, -0.0281, 0.0312], [-0.0790, -0.1295, -0.0359], [-0.1107, 0.0711, -0.0173], [-0.1513, -0.0389, -0.0607], [-0.1536, -0.1599, 0.2103], [-0.1665, 0.0250, 0.0127], [-0.0169, 0.0833, 0.0174], [-0.0052, -0.2302, 0.3300], [-0.0055, -0.0119, 0.0507], [0.0132, 0.0444, -0.0484], [0.0404, -0.0330, -0.0221], [-0.0070, -0.0488, -0.0414], [0.0160, 0.0008, -0.0081], [0.0003, -0.0169, 0.0069], [-0.0024, -0.0128, -0.0070], [0.0181, 0.0590, 0.0284], [-0.0110, -0.0122, -0.0428], [-0.0121, -0.0572, 0.0448], [-0.0047, 0.1159, -0.0708], [-0.3349, -0.4937, 0.9102], [-0.0341, 0.0189, -0.0538], [-0.1534, -0.1102, 0.1266], [-0.1810, 0.2585, 0.2301], [0.0079, -0.0481, 0.0172], [0.0041, 0.0086, 0.0102], [-0.0108, 0.0051, -0.0055], [0.0696, -0.0072, -0.0495], [0.0006, 0.0038, -0.0063], [1.1583, 0.4867, 0.8389], [0.0069, -0.0121, -0.0220], [-0.0595, 0.0413, 0.1433], [0.0063, 0.0253, -0.0580], [0.1553, -0.0216, 0.0587], [0.0940, -0.4551, -0.2105], [0.2932, 0.3037, -0.0340], [0.0688, -0.1734, -0.1892], [-0.1203, 0.0149, 0.0095], [-0.1567, -0.8649, -0.3946], [-0.0053, -0.0076, 0.0159], [0.0037, -0.0049, -0.0109], [0.0013, 0.0042, -0.0022], [-0.0007, -0.0003, -0.0045], [-0.0021, 0.0080, 0.0089], [0.1332, 0.2136, 0.0199], [0.1389, 0.3479, 0.0592], [-0.0524, 0.0211, -0.1006], [0.0018, -0.0193, 0.0241], [0.0418, 0.0212, -0.0659], [-0.0197, 0.0230, 0.0353], [0.1555, -0.0428, 0.0106], [0.3274, 0.0930, 0.1676], [-0.1743, 0.0528, -0.2907], [-0.3297, -0.0645, -0.1948], [0.0884, -0.0144, -0.0181], [-0.0296, 0.0020, 0.0176], [0.0193, -0.0114, 0.0052], [-0.0088, 0.0100, 0.0091], [0.0059, 0.0049, -0.0127], [-0.0101, 0.0027, 0.0409], [0.2137, 0.1082, -0.0954], [0.0197, -0.0285, -0.0089], [0.0082, 0.0240, 0.0050], [-0.0130, -0.0215, 0.0383], [-0.0182, -0.0032, -0.0161], [-0.0168, 0.0048, -0.0127], [0.0218, -0.0013, -0.0037], [-0.0521, 0.0317, -0.0418], [0.0430, 0.1693, 0.0579], [0.0193, 0.0273, -0.0154], [-0.0242, 0.0294, 0.0173], [0.0143, -0.0047, -0.0028], [0.0025, -0.0015, -0.0154], [0.0037, 0.0044, -0.0044], [-0.0071, 0.0052, -0.0046], [0.0019, -0.0101, -0.0014], [0.0001, -0.0019, -0.0065], [0.0025, 0.0039, -0.0009]], "homo_ev": -10.55, "gap_ev": 7.74, "e_lumo_ev": -2.8, "charge": 1, "de_lowest_kj_mol": 191.28, "total_energy_ev": -69946.945, "spin_multiplicity": 1}